DFT (the ωB97M-V functional and the def2-TZVPD basis) results for C31H35CaF9N4OP2 as an isolated structure in a non-equilibrium geometry.

Structure (XYZ):
```
83
Properties=species:S:1:pos:R:3:mulliken_charge:R:1
Ca -3.7758 0.2846 2.5016 1.243
C 0.2884 -2.6694 3.7936 -0.386
C 1.0990 -1.6730 3.3793 -0.827
C 1.4752 -1.3934 1.9385 -0.306
C 0.2973 -1.2121 0.9377 1.360
C -0.1286 -2.4650 0.2401 -0.427
C -0.0845 -3.7141 0.7188 -0.242
C 0.7860 -4.2749 1.8127 -1.027
C 0.2226 -4.0659 3.2545 -0.280
C -4.8343 -1.2905 1.3098 -1.668
H -0.3177 -2.4931 4.6913 0.207
H 1.4162 -0.9031 4.1175 0.380
H 2.1612 -2.1605 1.5521 0.238
H 2.0524 -0.4620 2.0023 0.372
H -0.5167 -0.7013 1.4892 -0.024
H 0.5237 -0.4785 0.1492 -0.564
H -0.5154 -2.3065 -0.7761 0.120
H -0.7883 -4.4472 0.2929 0.338
H 1.8271 -3.9338 1.7543 0.333
H 0.8025 -5.3622 1.6604 0.421
H -0.8356 -4.3919 3.2739 0.142
H 0.7613 -4.7267 3.9708 0.384
H -5.7304 -1.7653 1.7112 0.265
H -4.1482 -2.1099 1.0870 0.249
H -5.1056 -0.7904 0.3669 0.497
P -0.1790 1.1224 -2.9968 -0.212
P 1.7403 2.8569 -0.6007 -0.246
N 0.1935 -0.3793 -3.8534 0.542
N -0.7688 1.9853 -4.5010 0.425
N 3.2504 1.8195 -0.6182 0.166
N 2.5568 4.3109 -0.0885 0.356
C 1.5758 1.7214 -3.1324 -0.577
C 1.7801 3.0646 -2.4400 -1.197
C -0.5461 -1.5631 -3.7208 -0.718
C -0.0743 -2.5012 -4.6392 -0.738
C 0.9689 -1.8646 -5.3928 -0.730
C 1.0989 -0.5734 -4.9009 -0.043
C -2.0534 2.5316 -4.6014 -0.431
C -2.1330 3.3071 -5.7556 -0.618
C -0.8575 3.2274 -6.4034 -0.640
C -0.0603 2.3841 -5.6356 -0.045
C 3.1017 0.5323 -0.0991 0.276
C 4.2653 -0.1962 -0.2869 -0.408
C 5.1564 0.6399 -1.0335 -1.242
C 4.4776 1.8348 -1.2948 -0.312
C 3.9063 4.6939 -0.1147 -0.230
C 3.9993 6.0458 0.1912 -0.638
C 2.6627 6.5269 0.4087 -0.548
C 1.8019 5.4626 0.2191 -0.371
H 1.9241 1.8250 -4.1614 0.056
H 2.1999 0.9302 -2.6956 0.638
H 2.7464 3.4917 -2.7287 0.503
H 0.9838 3.7764 -2.7037 0.570
H -1.3313 -1.6124 -2.9899 0.610
H -0.4385 -3.5111 -4.7589 0.420
H 1.5475 -2.2835 -6.2064 0.438
H 1.7844 0.2003 -5.2161 0.270
H -2.7827 2.3298 -3.8372 0.404
H -2.9922 3.8629 -6.0971 0.405
H -0.5520 3.7315 -7.3085 0.426
H 0.9592 2.0714 -5.8144 0.201
H 2.1495 0.2611 0.3000 -0.184
H 4.4349 -1.2074 0.0538 0.487
H 6.1630 0.3865 -1.3510 0.421
H 4.7883 2.6825 -1.8987 0.620
H 4.6928 3.9885 -0.3175 0.495
H 4.9102 6.6249 0.2442 0.425
H 2.3851 7.5396 0.6708 0.409
H 0.7282 5.3938 0.2843 0.345
F -2.3764 -3.2157 6.2070 -0.255
C -2.9236 -1.9703 6.0965 0.466
F -3.6111 -1.7424 7.2585 -0.297
F -1.8990 -1.0779 6.0476 -0.232
C -3.8051 -1.7839 4.7882 1.601
O -3.0588 -1.1147 3.8452 -0.920
C -4.2443 -3.1055 4.1191 0.403
F -4.4451 -4.1132 5.0096 -0.300
F -5.4221 -2.9415 3.4371 -0.272
F -3.3361 -3.5396 3.1956 -0.112
C -5.1510 -1.0626 5.1271 0.193
F -6.2045 -1.8349 5.4820 -0.259
F -5.0488 -0.0755 6.0411 -0.259
F -5.5695 -0.3873 3.9385 -0.332
```

E, a.u.: -3755.52457
LUMO, eV: -1.16
Gap between HOMO and LUMO, eV: 6.576



DFT (the ωB97M-V functional and the def2-TZVPD basis) results for C22H19BrGeNNa as an isolated structure in a non-equilibrium geometry.

Structure (XYZ):
```
45
Properties=species:S:1:pos:R:3:mulliken_charge:R:1
Na -0.2955 6.7845 12.6857 0.924
Br -1.0447 13.0018 15.4883 -0.102
C -0.7398 11.3082 14.7524 0.201
C 0.2599 10.4656 15.0675 -0.372
C 0.3310 9.2275 14.4467 -0.009
N -0.6222 8.7245 13.6516 -0.497
C -1.5800 9.6069 13.2847 -0.323
C -1.6924 10.9159 13.7881 -0.511
H 1.0475 10.6142 15.8404 0.347
H 1.1619 8.5678 14.7944 0.312
H -2.2943 9.2188 12.6092 0.537
H -2.5686 11.5600 13.6814 0.421
C -2.1307 4.9264 13.8165 -1.491
Ge -3.6344 5.8515 12.7504 0.803
C -4.9332 4.3388 12.4888 0.288
C -4.5706 2.9969 12.4518 -0.332
C -5.5337 2.0400 12.1688 -0.268
C -6.8314 2.3691 11.9810 -0.714
C -7.1834 3.6942 12.1023 -0.309
C -6.2520 4.7361 12.2818 -0.538
C -4.5000 7.0286 14.1940 0.703
C -4.4028 6.3500 15.4555 -0.793
C -4.6201 7.0246 16.6348 -0.814
C -5.0600 8.3414 16.6662 -0.888
C -5.3168 8.9553 15.4462 0.570
C -6.0061 10.2054 15.4038 -0.820
C -6.0160 10.9827 14.2230 -0.439
C -5.6819 10.4210 13.0199 -0.779
C -5.1490 9.1362 12.9691 -0.279
C -4.8651 8.4350 14.1503 0.434
H -2.5481 4.5571 14.7403 0.339
H -1.3064 5.6158 14.1633 0.462
H -1.7079 4.0147 13.4123 0.483
H -3.5028 2.8121 12.5411 0.218
H -5.1431 1.0383 12.0385 0.354
H -7.5775 1.5798 11.9374 0.371
H -8.2092 4.0617 11.9670 0.318
H -6.6566 5.7503 12.2139 0.326
H -4.3496 5.2608 15.4794 0.496
H -4.4136 6.5120 17.5302 0.475
H -5.4961 8.7986 17.5040 0.455
H -6.5452 10.6856 16.2227 0.364
H -6.2206 12.0894 14.3518 0.342
H -5.7953 10.9132 12.0603 0.395
H -5.0253 8.6309 11.9671 0.338
```

E, a.u.: -5717.43145
LUMO (spin up / spin down), eV: -3.53 / -4.63
Total charge: +1
Spin multiplicity: 2
Gap between HOMO and LUMO (spin up / spin down), eV: 6.936 / 5.800



DFT (the ωB97M-V functional and the def2-TZVPD basis) results for C52H38CoF3NOPSb as an isolated structure in a non-equilibrium geometry.

Structure (XYZ):
```
98
Properties=species:S:1:pos:R:3:mulliken_charge:R:1
Co -1.2109 -0.1113 -0.0626 -0.304
O -3.3945 -1.8905 0.5081 -0.613
N -2.9578 -0.7640 -0.2900 0.583
C -3.7051 -0.6583 -1.3682 -0.842
C -3.6150 0.3931 -2.3232 0.491
C -4.5093 0.3482 -3.4510 -0.977
C -4.8405 1.4885 -4.2067 -0.668
C -4.2163 2.6980 -3.8494 -0.822
C -3.3092 2.7712 -2.7996 -0.460
C -2.8638 1.6077 -2.1318 0.369
P -1.4873 1.7972 -0.9562 2.792
C -0.2549 2.7124 -1.8695 0.723
C -0.5810 4.0440 -2.2496 -0.233
C 0.3931 4.8407 -2.8299 -1.033
C 1.6831 4.3781 -3.0523 -0.595
C 2.0282 3.0453 -2.7052 -0.654
C 1.1074 2.2898 -1.9757 -0.522
C -2.0852 2.9973 0.2777 0.244
C -3.3687 2.9701 0.7523 -0.426
C -3.7386 3.8835 1.7887 -0.790
C -2.8025 4.8204 2.2617 -0.510
C -1.5138 4.8732 1.7024 -0.931
C -1.1128 3.9346 0.7777 -0.411
H -2.6035 -2.0693 1.0344 0.255
H -4.5331 -1.3655 -1.5235 0.468
H -4.9442 -0.5853 -3.7103 0.515
H -5.5196 1.4104 -5.0828 0.391
H -4.3687 3.5678 -4.5021 0.403
H -2.9450 3.7727 -2.5108 0.122
H -1.4909 4.5512 -1.8908 0.307
H 0.1392 5.8336 -3.2130 0.411
H 2.4644 5.0473 -3.4558 0.401
H 3.0223 2.7231 -2.9104 0.554
H 1.3882 1.3846 -1.4643 0.470
H -4.1642 2.4089 0.2996 0.379
H -4.7189 3.7581 2.2163 0.484
H -3.0826 5.4859 3.0623 0.460
H -0.8897 5.6747 2.1062 0.409
H -0.1238 3.9286 0.3908 0.619
F 5.8190 -0.0175 4.5421 -0.310
C 4.6070 -0.1402 3.9455 0.248
C 4.4513 0.2634 2.6374 -0.635
C 3.1273 0.1796 2.1113 -0.084
C 2.0451 -0.3210 2.8145 0.133
C 2.2465 -0.6550 4.1777 -0.434
C 3.4920 -0.5315 4.7536 -0.660
Sb 0.0860 -0.2238 1.9590 0.944
C -0.6191 0.8565 3.7020 0.124
C 0.0646 1.7833 4.4714 -0.413
C -0.6149 2.6714 5.2982 -0.744
C -1.9993 2.5392 5.4002 0.377
F -2.6149 3.3935 6.2779 -0.373
C -2.7663 1.6186 4.6848 -0.823
C -2.0325 0.8651 3.7684 0.021
C -0.3996 -2.2016 2.6805 0.007
C -0.7868 -2.5254 3.9761 -0.507
C -0.6491 -3.8271 4.4907 -0.691
C -0.0994 -4.8505 3.6862 0.001
F 0.0460 -6.0982 4.1545 -0.307
C 0.0376 -4.5599 2.3325 -0.243
C -0.1430 -3.2731 1.8060 -0.029
H 5.2959 0.6393 1.9815 0.381
H 2.9897 0.4839 1.0314 0.101
H 1.4272 -1.0221 4.8170 0.372
H 3.6056 -0.7746 5.8039 0.469
H 1.1368 1.8626 4.4217 0.431
H -0.1671 3.5372 5.7752 0.465
H -3.8258 1.5286 4.8458 0.524
H -2.5591 0.0632 3.1771 0.201
H -1.2463 -1.8594 4.6501 0.548
H -0.9150 -4.0728 5.5495 0.376
H 0.1477 -5.3199 1.5543 0.491
H -0.1097 -3.1325 0.7324 -0.052
C 0.1015 -0.9136 -0.9203 0.302
C 0.9487 -1.5635 -1.6058 0.623
C 1.7759 -2.3311 -2.3822 -0.304
C 2.4838 -3.5385 -1.9333 -0.007
C 1.8770 -4.4278 -0.9987 -0.168
C 2.5756 -5.5083 -0.4586 -1.046
C 3.8599 -5.7170 -0.8631 -0.489
C 4.4337 -4.9705 -1.8419 -0.745
C 3.7929 -3.8764 -2.3340 -0.047
C 1.9004 -1.9500 -3.7622 0.232
C 1.5851 -0.6148 -4.1629 -0.218
C 1.7220 -0.2146 -5.4666 -0.563
C 1.8825 -1.2198 -6.4602 -0.402
C 2.0565 -2.5467 -6.1519 -0.890
C 2.1146 -2.9166 -4.7967 -0.275
H 0.8231 -4.3035 -0.8001 0.769
H 2.1078 -6.1326 0.2611 0.371
H 4.4526 -6.5072 -0.4661 0.421
H 5.3898 -5.2290 -2.3113 0.372
H 4.3214 -3.2840 -3.0794 0.513
H 1.2900 0.1629 -3.4418 -0.053
H 1.7478 0.8122 -5.7715 0.493
H 1.8342 -0.9421 -7.5416 0.298
H 2.0755 -3.2762 -6.9924 0.357
H 2.4956 -3.8661 -4.5222 0.489
```

E, a.u.: -4397.80066
LUMO (spin up / spin down), eV: -3.60 / -4.28
Relative energy (zero: lowest compared OMol25 entry of this formula, charge and spin), eV: 0.394
Total charge: +1
Spin multiplicity: 5
Gap between HOMO and LUMO (spin up / spin down), eV: 5.238 / 6.726



DFT (the ωB97M-V functional and the def2-TZVPD basis) results for one molecule with the formula Br2O2S in a non-equilibrium geometry.

Structure (XYZ):
```
5
Properties=species:S:1:pos:R:3:mulliken_charge:R:1
O 1.1963 -0.3189 1.1848 -0.431
S 0.2526 -0.1217 -0.1315 0.679
O 0.8459 -0.5747 -1.3249 -0.335
Br -0.5148 2.0076 0.0694 0.040
Br -1.7800 -0.9923 0.2022 0.047
```

E, a.u.: -5696.62386
LUMO, eV: -2.64
Relative energy (zero: lowest compared OMol25 entry of this formula, charge and spin), eV: 1.379
Structure (SMILES): O=S(=O)(Br)Br
Gap between HOMO and LUMO, eV: 8.642